(1)
C52H104O38 | wB97M-V/def2-TZVPD

Geometry as XYZ:
```
194
Properties=species:S:1:pos:R:3:forces:R:3
H -0.01242 -6.49823 -2.47361 0.4 0.1 -0.4
H -5.26483 -4.33667 9.06336 -0.1 -0.1 -0.2
H -1.04968 -4.53804 0.96663 -0.2 0.0 -0.4
H -4.18397 -5.34492 7.22764 0.8 0.1 -0.5
O -3.32362 1.21378 -4.39368 -0.2 -0.1 0.0
H -2.45511 -6.01188 -1.83301 0.6 0.2 0.5
C 2.45072 3.86404 -4.70138 0.4 0.5 0.6
H 0.98641 8.41289 -0.31184 -0.6 -0.3 0.0
H 0.28157 1.86941 -2.91136 -0.1 0.0 0.2
H 5.02157 -3.16457 2.70740 0.1 -0.5 0.3
O 2.81728 4.70278 -3.72559 0.1 0.4 -0.1
C -5.11201 -0.04736 4.14119 0.4 -0.2 -2.4
H -5.76875 0.34612 -3.17145 0.0 -0.2 -0.2
C -2.43233 -3.29137 -2.51041 -0.5 0.8 1.7
O 1.64670 2.97312 -4.64376 -0.3 -0.2 0.3
H 0.64667 -5.29743 5.36136 0.3 0.0 -0.2
C -5.64098 1.07427 -3.97340 0.4 0.1 0.1
O -4.22181 2.81536 -3.09502 0.1 0.1 0.4
H 1.51534 0.78998 -2.27080 0.0 0.1 0.3
H -5.05256 0.86318 3.53941 -0.1 0.3 0.5
C -1.66267 -3.67461 1.22018 -0.5 -0.8 -0.2
O 1.72575 1.25541 0.16878 0.2 0.2 -0.2
C -1.90101 3.05839 -5.10255 0.1 -0.2 0.6
H 3.75458 -3.46947 1.52390 -0.1 0.2 0.0
C 3.81387 0.26530 -4.27737 -0.3 0.1 -0.4
O -3.63082 -3.51877 6.22562 -0.3 -0.2 -0.7
H -3.51776 1.64401 0.71165 -0.4 0.1 -0.3
C -3.02557 2.57487 0.43092 0.6 0.4 0.8
O -1.82033 -2.69174 5.47363 -1.0 0.1 0.1
O 5.49091 4.26254 0.98674 -0.2 -0.1 0.4
H -6.70218 -7.44430 2.56139 0.4 -0.1 -0.2
H -6.91097 -6.18278 3.71622 -0.1 0.3 -0.2
C 1.24877 -0.73760 2.50291 0.7 -0.5 0.5
H 2.27544 2.61729 -6.92003 0.0 0.0 0.7
H 0.91244 3.29834 1.79004 0.0 -0.2 -0.2
H -0.37695 -6.68193 5.45393 0.2 -0.2 -0.1
C 0.44175 0.97285 -2.31729 0.4 -0.4 -0.3
O -2.58549 1.29221 4.53491 0.4 0.0 -0.3
C 2.94343 3.47017 -6.95666 1.6 0.4 -1.9
H -3.96562 -3.19829 8.91875 0.3 0.0 -0.4
H -5.23460 -0.98539 2.22609 -0.5 -0.6 0.1
H 0.75100 4.41538 0.41270 -0.1 0.1 0.5
C 3.96668 -3.40026 2.58994 0.2 0.5 -0.5
H 0.94051 -4.94644 -6.67798 0.2 -0.3 0.4
O -4.30111 0.03446 5.27978 -0.8 -0.9 1.1
O 0.71088 6.30882 -0.47359 -0.1 0.7 0.0
H -5.57259 0.59071 -4.94405 -0.3 -0.2 0.1
H 1.49771 -3.37723 -1.07402 0.5 -0.7 -0.4
H 3.36332 -0.16090 -3.38027 0.1 0.2 0.2
H -0.57019 0.40246 3.04720 -0.5 -0.7 -0.6
H 4.74586 2.03897 -3.33897 -0.1 -0.2 0.2
O 2.23900 -6.24929 3.52356 1.4 -0.8 1.2
H -1.43687 0.79758 8.14357 0.2 -0.2 -0.1
H -3.68419 -1.03012 -2.22241 0.1 -0.9 -0.1
C 2.44280 -5.08769 2.93142 -0.5 -0.4 -0.3
H 9.69773 -1.04465 -2.69774 0.1 -0.3 0.0
H 1.75847 -4.81584 -8.13977 0.7 0.1 -0.1
O 7.76962 -0.70965 -3.09072 -0.1 -0.8 0.6
H -2.58165 -0.62606 -0.94074 0.3 0.1 -0.1
H 2.56955 4.16087 -7.71628 -0.7 0.3 0.5
H -4.40971 -7.36581 2.78793 0.8 0.7 -0.6
O -1.51540 -4.23461 -2.45842 0.4 -0.5 -0.2
O -4.16644 -5.25084 3.07580 -0.1 0.2 0.2
C 1.55828 -2.80401 -1.99329 -1.1 1.6 -0.8
C 2.54902 -3.52648 -6.53353 0.1 -0.2 -1.5
C 2.76633 3.99047 0.94193 -0.2 0.7 -0.8
C -4.34107 1.80680 -3.73839 -0.5 -0.1 -0.6
O -0.67491 5.01671 -1.36355 -0.9 -0.8 -0.2
H -1.97573 2.29754 0.31730 0.0 0.2 -0.2
O -1.88997 6.82937 1.41575 0.8 -0.7 -0.1
O -1.85077 -2.16130 -2.05281 0.2 -0.4 -0.5
H 1.50105 7.12314 1.76717 0.3 -0.4 0.1
H -6.13576 -0.23121 4.45464 0.1 0.3 0.4
H 2.92820 3.38252 -2.20327 -0.1 0.1 0.5
C -6.30685 -6.47312 2.85212 -0.2 0.7 1.0
C -2.49281 5.78967 2.00484 -0.9 0.4 -0.3
H -2.30068 -3.31832 0.41563 0.6 0.1 -0.5
H 0.73627 1.33994 2.68024 0.4 0.1 -0.8
H -2.23890 -0.24798 -2.66822 0.4 0.0 0.2
O -1.65308 -4.23316 7.10056 -0.2 -0.4 0.2
H -1.16238 -7.36971 -3.51843 0.1 -0.1 0.1
C 0.55931 0.99353 0.04828 0.8 -0.9 0.9
O 5.42172 3.71385 3.18110 -0.3 -0.3 0.5
O 0.94158 -2.52291 -4.64598 -0.3 -0.2 0.5
H 9.29256 -0.70824 -4.38596 0.4 -0.6 -0.2
C 0.10141 -6.00822 4.74098 -0.5 0.1 0.3
O 3.59779 3.68006 2.06517 -0.9 -0.2 0.7
H -4.66714 -6.72431 4.32129 -0.4 0.4 0.1
O 1.65239 -4.54837 2.20510 -0.5 0.6 -0.2
C -4.83176 -6.47918 3.27034 -0.6 -1.9 -0.1
H -3.37345 3.04878 -0.48083 -0.4 -0.5 -0.1
C 2.25064 7.30788 1.00232 0.7 1.7 -0.4
C -2.62364 -0.98647 -1.96879 -0.7 1.1 0.1
H -1.59692 7.97505 3.21391 -0.3 -0.6 0.0
C -2.31379 -3.57340 6.34651 0.7 0.3 0.2
H -0.44468 -1.44272 4.83966 0.0 -0.1 -0.1
O 3.65983 -4.64229 3.21388 0.3 -0.1 0.3
H 0.10951 -3.08906 4.81672 -0.2 -0.2 0.1
H 3.14843 4.90590 0.48530 0.1 -0.2 0.1
H -0.05059 0.10201 -2.74971 0.2 0.1 -0.4
O 2.33306 -3.33459 -3.06625 1.1 -1.2 1.2
C -3.40154 -5.08243 2.00797 1.1 -0.6 -1.1
C 0.26135 0.41391 2.34022 1.3 -0.3 1.0
H 2.85547 3.20518 0.19701 0.0 -0.2 0.2
H 4.90666 2.33583 -7.18672 -0.2 0.1 0.5
H 2.71050 8.27224 1.25560 -0.4 0.2 -0.1
H 3.40961 -2.57601 3.03599 -0.2 -0.2 -0.1
H 4.10307 -0.58871 -4.89403 0.4 0.1 0.0
H 3.49020 -3.41400 -7.07068 0.2 0.3 0.4
H -0.72636 -5.47543 4.26905 0.1 0.2 0.0
H 0.56144 -2.64699 -2.40490 -0.1 -0.1 0.4
O 3.18397 4.18655 -5.74955 -0.2 -0.2 -0.5
H 2.59512 -5.65863 -6.75128 -0.1 -0.2 -0.3
C 0.93194 -6.75633 3.69255 -1.8 1.0 -0.6
H 0.11261 -2.13962 6.30865 -0.7 -0.5 0.6
H 3.16023 6.70824 1.03028 -0.6 -0.7 -0.1
H -2.62991 8.65408 1.90155 -0.1 -0.1 0.4
C 4.88626 3.91454 1.97754 0.7 0.3 -0.9
H -4.16127 3.89297 1.77131 0.0 -0.4 0.3
H -2.65496 3.15176 2.47443 -0.3 0.1 0.2
C 1.95716 -4.83809 -7.06890 -1.0 0.7 0.9
C 4.99163 1.19857 -3.98880 -0.6 -0.2 -1.0
H 7.26676 4.65855 2.85173 -0.4 0.0 -0.3
O -3.35405 -5.76626 1.00919 -0.5 0.0 0.4
H -2.72698 4.72365 -1.47725 0.0 0.9 -0.1
C -1.94104 -5.58216 -2.69532 -1.0 -0.7 -0.8
H 2.10431 -0.68147 1.82741 -0.2 0.5 -0.2
O -0.51772 7.11693 -2.20175 -0.3 -0.2 0.5
C 2.44333 4.33826 -2.40290 -1.0 -0.8 0.0
O 2.85842 -3.55473 -5.15090 0.3 -0.7 0.7
C 1.30082 4.20891 1.32671 0.9 -1.4 0.8
H -2.04692 2.16147 -3.15161 0.2 0.0 -0.2
H 4.92725 4.01569 -7.71839 -0.1 0.1 0.0
C 1.53134 7.46791 -0.33959 0.4 0.3 0.3
O -0.19793 0.44346 1.00811 -1.2 0.7 -0.3
H 1.70006 -0.73133 3.50042 -0.2 0.2 0.1
H -0.91819 8.59040 1.73261 0.1 -0.4 -0.2
C -1.83905 4.63329 -2.10031 -0.4 -1.0 0.7
O -2.42679 4.74672 1.18834 0.7 0.2 -0.3
C -4.70339 -1.18230 3.15630 0.4 1.4 1.1
C -1.76386 8.03356 2.14066 -0.1 1.3 -0.4
H 7.08311 3.86578 4.35658 -0.4 -0.4 0.1
H 0.41941 -6.61350 2.73866 0.0 -0.3 -0.1
H -1.28974 1.05869 -4.22397 -0.1 0.0 -0.8
C -0.77745 -6.38902 -3.23893 -0.9 0.3 0.4
C 6.82198 3.76863 3.30439 1.3 0.7 -0.1
C 1.93003 -3.11830 -4.28583 -0.4 1.1 -1.6
C 6.99916 -0.12078 -3.98796 -0.5 0.8 -0.8
H 2.17342 7.58679 -1.21431 0.3 -0.4 0.1
C 9.01993 -1.29589 -3.50861 -0.2 1.6 -0.3
H -2.73919 -5.61902 -3.44201 0.1 0.5 -0.2
H 4.05796 2.75511 -8.61005 0.0 0.2 -0.1
O -3.10493 5.84383 3.03629 0.2 -0.1 0.4
H -0.92193 3.52637 -4.99429 0.1 -0.2 0.0
H 7.34342 2.91666 2.86869 -0.3 -0.2 0.0
C -0.46318 -2.37430 5.41140 1.3 0.8 -1.0
O -2.59714 -4.06464 2.24298 0.4 1.0 1.1
H -0.57213 0.77058 6.51541 -0.2 -0.5 0.0
C -4.48337 -4.31768 7.01506 -0.5 -0.3 2.0
H -2.63559 3.76334 -4.71850 -0.1 0.2 -0.4
C -1.47176 1.00175 7.08081 -1.8 1.5 -0.9
H 1.21225 4.94221 2.12793 -0.1 0.4 -0.5
C -2.04429 1.83859 -4.19519 -0.1 0.4 0.5
H 0.89594 -7.81114 3.94509 1.0 -0.1 -0.2
H -6.48064 -5.75212 2.05547 0.1 -0.1 -0.1
H 5.38173 1.64983 -4.90515 0.0 -0.3 0.0
H -5.52700 -2.86780 8.11991 0.1 0.3 0.5
H 8.98119 -2.36335 -3.69805 -0.3 0.0 0.0
H -1.73698 2.04599 6.89063 1.0 0.3 0.5
O -3.60885 -3.39473 -2.71198 -0.1 -0.4 -0.7
C -3.13842 3.56171 1.58631 0.1 -0.1 -0.2
H 3.02133 0.75247 -4.84996 0.0 0.3 0.2
H -4.86056 -2.12511 3.67214 0.0 -0.3 -0.6
C -0.24439 6.24982 -1.40869 1.0 1.0 -0.7
H -5.44150 -4.39445 6.50715 0.2 0.1 -0.5
O 5.98749 0.44816 -3.33858 0.7 -0.3 1.5
O 7.17302 -0.03526 -5.17843 0.3 -0.3 0.0
H 1.35914 4.22849 -2.33357 0.0 -0.3 -0.2
H -6.48688 1.75332 -3.91451 0.1 0.1 -0.1
H -3.65691 -1.02839 2.88582 0.1 -0.3 0.2
O -2.71635 0.40704 6.62332 0.6 -1.1 0.1
H 1.95658 -1.81098 -1.77225 0.1 -0.1 0.2
H -1.78634 3.54768 -2.13954 0.4 0.2 -0.4
C -3.13884 0.63009 5.37210 0.3 0.3 0.4
H -0.48793 -5.88406 -4.15972 0.7 -0.1 0.2
H -0.96441 -2.92158 1.57446 -0.5 0.2 0.4
C -4.79570 -3.63743 8.36956 -0.5 0.1 -0.5
H -1.95108 5.06465 -3.08690 0.2 0.3 0.1
C 4.29642 3.13525 -7.61235 -0.1 -0.8 -0.1
H -2.07180 2.84479 -6.15535 -0.1 -0.1 0.0
H 1.92821 -2.66468 -6.76810 -0.1 0.0 0.1
H 0.90760 -1.76690 2.36443 -0.7 0.2 0.0
O -0.16666 1.06629 -1.03576 -0.9 0.3 -0.3
H 2.65456 5.10009 -1.65888 0.8 0.2 -0.5
```
Forces are in eV/Å.

Total charge: 0
E_tot in eV: -133415.2847
Energy above the lowest of the compared OMol25 structures with the same formula, charge and spin in kJ/mol: 62.2
Orbital gap in eV: 11.0
HOMO in eV: -10.5


(2)
C52H109FNO10P | wB97M-V/def2-TZVPD

Geometry as XYZ:
```
174
Properties=species:S:1:pos:R:3:forces:R:3
H 5.17502 -2.61234 -3.33638 0.0 0.0 0.0
C 3.13061 -4.29517 5.26514 0.0 0.1 0.0
H 3.65892 0.16837 -5.86050 0.0 0.0 0.0
H -2.21323 -6.35200 1.07819 0.0 0.0 0.0
C 5.06542 -3.50044 -2.70561 0.0 -0.1 0.0
C 0.20477 4.69281 -3.38883 0.0 0.0 0.0
H -7.24434 -7.68443 2.23834 0.0 0.0 0.0
O 6.13832 -4.41217 -2.90837 0.0 0.0 -0.2
H -0.18899 -5.48502 2.80238 0.0 0.0 0.0
H -11.59299 3.38008 1.40457 0.0 0.0 0.0
C 5.23765 2.58654 2.23693 0.0 0.0 0.0
C -6.37429 -7.25985 1.73964 0.0 0.0 0.0
H -1.19603 4.08167 3.62280 0.0 0.0 0.0
H -6.76825 -5.10585 1.49700 0.0 0.0 0.0
C -0.58644 4.22541 4.51779 0.0 0.0 0.0
H 2.61310 -3.93395 3.16304 0.0 0.0 0.0
H -5.05587 -8.89111 1.09333 0.0 0.0 0.0
H -6.11691 3.72472 0.57043 0.0 0.0 0.0
H 1.83458 -1.38836 6.18201 0.0 0.0 0.0
C -0.21852 -0.44888 -0.36572 0.0 0.2 0.1
C 4.47302 2.04479 -3.26001 0.0 0.0 0.0
H 4.53290 0.29818 -1.93588 0.0 0.0 0.0
H 2.97108 -5.34912 5.48698 0.0 0.0 0.0
C 2.57151 -3.07801 -2.87996 0.0 -0.1 0.0
C -8.63225 1.86077 1.64858 0.0 0.0 0.0
O -8.56177 2.92056 2.60260 0.0 0.0 0.0
H 5.35771 0.36634 -5.38158 0.0 0.0 0.0
C 4.92017 1.10809 2.03072 -0.1 0.0 0.1
C -4.42798 1.58149 0.97884 0.0 0.0 0.0
C 0.38402 1.98618 -1.11033 -0.1 0.0 0.4
C 4.72846 3.54038 1.15330 -0.1 -0.1 0.0
C 5.71003 0.18800 2.96406 -0.1 0.0 0.0
H 2.21836 4.38200 -4.11360 0.0 0.0 0.0
C 4.32012 0.53858 -5.07490 -0.1 0.1 0.1
H -5.62476 -7.02581 2.49872 0.0 0.0 0.0
H 0.98540 4.99369 3.19191 0.0 0.0 0.0
H 3.20660 1.72612 -8.20446 0.0 0.0 0.0
H 2.02455 -3.05084 -3.82334 0.0 -0.1 0.0
H 4.61332 2.69510 -5.36103 0.0 0.0 0.0
H -8.27538 0.94287 2.11831 0.0 0.0 0.0
H -1.09419 -1.09217 -0.49756 0.0 0.0 0.0
C -5.23949 3.78684 1.21817 0.0 0.0 0.0
N 2.80593 -1.37446 -0.51193 0.1 -0.3 0.1
H 0.64260 2.83213 -6.05362 0.0 0.0 0.0
H 0.03980 -2.93019 1.01770 0.0 0.0 0.1
C -0.20533 -7.10360 1.36549 0.0 0.0 0.0
H -4.65285 -5.45781 0.38772 0.0 0.0 0.0
C -5.50328 -5.99174 -0.05140 0.0 0.0 0.0
H 3.06942 6.32680 -2.88730 0.0 0.0 0.0
H 1.98544 3.86487 -2.43619 0.0 0.0 -0.1
C 2.76998 -3.36085 6.41950 0.0 0.0 0.0
H 2.82392 3.74958 2.08867 -0.1 0.2 0.0
C 2.02633 6.04788 -2.74430 0.0 0.0 0.0
C 3.95216 0.70549 -2.76600 0.0 0.0 0.0
H 2.90576 3.21298 -9.12172 0.0 0.0 0.0
H 5.12802 3.23361 0.17863 0.0 0.0 0.0
C -0.06756 -6.57331 2.78340 0.0 0.0 0.0
H 0.22493 4.04533 -8.81846 0.0 0.0 0.0
O 2.35395 3.26300 -7.13389 -0.1 0.0 0.0
C -5.07639 2.49308 2.01202 0.0 0.0 0.0
C 1.70969 4.61727 -3.17507 0.1 0.0 -0.1
O 1.44943 3.15666 3.98985 0.0 0.0 0.0
C 0.45597 -0.81277 0.95429 0.0 0.0 0.0
H 1.22892 -4.26709 4.21804 0.0 0.0 0.0
H -2.02085 -8.00318 0.48733 0.0 0.0 0.0
C 3.20397 3.68900 1.06547 0.1 -0.1 0.1
H -10.19701 1.37350 0.20136 0.0 0.0 0.0
H -0.24553 -0.61259 1.77197 0.0 0.0 0.0
O -5.13885 -7.35434 -0.26973 0.0 0.0 0.0
H -0.33431 4.50031 -2.45434 0.0 0.1 0.0
H 3.00176 2.22484 -4.83553 0.0 0.0 0.0
C 0.22938 3.17564 -8.15877 0.0 0.0 0.0
H 1.29133 -0.13637 1.11563 0.1 0.1 0.1
H -0.80176 2.87138 -7.98623 0.0 0.0 0.0
H -0.12667 2.56000 -1.88577 0.0 -0.2 0.0
H 6.71971 0.56553 3.13218 0.0 0.0 0.0
H 2.96766 4.63809 0.57339 0.0 0.0 -0.1
O -0.07056 6.02146 -3.83296 0.0 0.0 0.0
H 3.49875 -1.49316 5.57589 0.0 0.0 0.0
H 0.19917 -6.41109 0.63166 0.0 0.0 0.0
H 4.04191 2.88254 -2.71422 0.0 0.0 0.0
H -7.61993 -6.15504 0.35645 0.0 0.0 0.0
H -5.34309 4.67153 1.84421 0.0 0.0 0.0
C -9.76876 3.68471 2.57179 0.0 0.0 0.0
H 6.20750 -4.58322 -3.85594 0.0 0.0 0.2
H 6.32464 2.69480 2.30893 0.0 0.0 0.0
C -2.05003 -7.80527 2.66641 0.0 0.0 0.0
H 3.00520 -2.08543 -2.78321 -0.1 0.1 -0.1
H -0.82460 1.39070 0.58530 -0.1 0.0 0.0
C 1.10274 2.06371 -8.73898 0.0 0.0 0.0
H 3.05525 2.14923 -0.46916 0.0 0.1 -0.1
C -3.96265 3.79567 0.38719 0.0 0.0 0.0
H -3.06068 -7.54410 2.98747 0.0 0.0 0.0
C 2.45683 2.55988 0.35174 -0.1 0.0 0.0
H 1.53840 7.06531 -4.60181 0.0 0.0 0.0
H -5.18438 1.07511 0.36772 0.0 0.0 0.0
H -1.43626 2.37804 5.36740 0.0 0.0 0.0
H -6.01526 2.10084 2.39621 0.0 0.0 0.0
C 4.06345 2.00053 -4.72877 0.1 0.0 0.0
H 0.31202 -8.06050 1.26274 0.0 0.0 0.0
C 0.90339 -2.26763 1.10472 -0.3 0.1 -0.2
H 1.84223 -3.68698 6.89376 0.0 0.0 0.0
H 0.42867 3.13841 0.70958 0.0 0.2 0.0
H 2.31355 1.75081 1.06334 0.0 -0.3 0.0
C 3.69890 -4.12501 -2.95433 0.0 0.1 0.0
H -0.14646 3.11735 6.32432 0.0 0.0 0.0
H 0.88897 -6.82165 3.24650 0.0 0.0 0.0
H 3.85640 0.94829 2.22087 0.0 -0.1 -0.1
H 4.83128 2.90047 3.20445 0.0 0.0 0.0
C 0.96766 3.49333 -6.86605 0.0 0.0 0.0
H -1.00453 5.05437 5.08705 0.0 0.0 0.0
C -0.64254 1.03496 -0.43389 0.3 -0.1 0.1
H 5.21665 0.10576 3.93400 0.1 0.1 0.1
H 1.77360 6.19117 -1.69153 0.0 0.0 0.0
H 3.35894 -3.41283 0.42504 0.0 -0.2 -0.1
H 0.48236 -0.65054 -1.17634 -0.1 -0.1 -0.1
H -0.15227 3.98860 -4.14107 -0.1 0.0 0.0
H 0.75829 7.78679 -3.18204 0.0 0.0 0.0
C -10.51580 3.24615 1.31861 0.0 0.0 0.0
H -3.77811 0.82274 1.41885 0.0 0.0 0.0
H 5.56004 2.09772 -3.16470 0.0 0.0 0.0
H 5.15670 4.52408 1.36265 0.0 0.0 0.0
O -3.64038 2.42645 0.13962 0.0 0.0 0.0
H 3.04993 -0.84553 0.31856 0.0 0.1 0.1
C -1.71598 -7.30655 1.26682 0.0 0.0 0.0
C 1.07903 6.84632 -3.63167 0.0 0.0 0.0
H 4.17611 -4.15785 4.98103 0.0 0.0 0.0
C 2.20979 -3.78568 4.16609 0.0 0.0 0.0
H 3.52919 -4.93254 -2.23825 0.0 0.0 0.0
C -0.49397 2.92095 5.30793 0.0 0.0 0.0
H 5.10078 0.83894 0.98615 0.1 0.0 -0.1
H -4.40290 2.65218 2.85730 0.0 0.0 0.0
C -10.08675 1.78438 1.20373 0.0 0.0 0.0
H 1.23140 -4.36618 -1.77432 -0.1 0.0 0.0
H 5.78537 -0.82206 2.55768 0.0 0.0 0.0
F 1.60001 -4.54619 0.44163 0.0 0.0 0.1
H -4.07211 4.30658 -0.57027 0.0 0.0 0.0
H 1.14908 1.47269 5.13127 0.0 0.0 0.0
H -10.35057 3.47182 3.47474 0.0 0.0 0.0
H -10.16839 3.81139 0.45142 0.0 0.0 0.0
C -5.78850 -8.19225 0.68656 0.0 0.0 0.0
O 4.04678 -0.19196 -3.87549 0.1 -0.1 -0.1
H 0.87899 1.11480 -8.24691 0.0 0.0 0.0
H 1.17665 3.96358 -0.64467 0.0 -0.1 0.1
H 3.71913 -4.58866 -3.94472 0.0 0.0 0.0
C 2.49774 2.54159 -8.35875 0.0 0.0 0.0
H 0.98505 1.92766 -9.81293 0.0 0.0 0.0
C 2.55627 -2.04097 5.68794 0.0 0.0 0.0
H 3.68154 -1.50586 -1.00877 0.0 0.1 0.0
H 1.14859 1.38123 -1.60639 -0.1 0.1 -0.1
H 3.54120 -3.29371 7.18558 0.0 0.0 0.0
C 1.07887 2.98763 -0.15783 -0.1 -0.2 0.0
O 2.05442 -2.37983 4.39440 0.0 0.0 0.0
C 0.56765 2.16439 4.52020 0.0 0.0 0.0
H 0.68223 -2.70052 -1.92309 0.0 0.1 0.1
H -10.66287 1.16498 1.89390 0.0 0.0 0.0
H 1.40672 5.00269 4.91519 0.0 0.0 0.0
C -6.68705 -6.01777 0.90708 0.0 0.0 0.0
H -9.51007 4.74410 2.56997 0.0 0.0 0.0
H 5.15601 -3.18103 -1.66395 0.0 0.0 0.0
H 1.29751 -2.41225 2.11164 0.1 -0.1 0.0
P 2.12449 -2.96099 -0.06381 0.1 0.5 0.1
H -7.97238 2.09653 0.80513 0.0 0.0 0.0
H 2.90641 0.77194 -2.44934 0.1 0.0 0.0
C 1.55953 -3.32959 -1.76222 0.2 -0.1 -0.1
H 0.12227 1.60143 3.69229 0.0 0.0 0.0
O -1.11685 -7.17822 3.54674 0.0 0.0 0.0
C 0.87004 4.45419 4.13356 0.0 0.0 0.0
H -1.93706 -8.89326 2.73642 0.0 0.0 0.0
H 0.84147 4.52704 -6.53972 0.0 0.0 0.0
H -6.57383 -8.76771 0.18475 0.0 0.0 0.0
H -1.60710 1.11505 -0.93241 0.0 0.0 -0.1
H -3.13760 4.26427 0.93604 0.0 0.0 0.0
H -5.73665 -5.53500 -1.01388 0.0 0.0 0.0
```
Forces are in eV/Å.

Total charge: 0
E_tot in eV: -89660.7917
Orbital gap in eV: 9.6
SMILES: CCCCCCCCCCCC[PH](N)(F)CCCCO.C1CCOC1.C1CCOC1.C1CCOC1.C1CCOC1.C1CCOC1.C1CCOC1.C1CCOC1.C1CCOC1.C1CCOC1
HOMO in eV: -9.1